Entry 1:
18
Properties=species:S:1:pos:R:3:lowdin_charge:R:1 method="wB97M-V/def2-TZVPD" homo_lumo_gap_ev=6.297 charge=-1 smiles=CNCCNC[O-]
N -1.630 0.179 0.756 -0.140
H 2.417 0.237 -1.913 0.060
H -1.513 1.450 -0.935 0.061
H -2.850 1.768 0.169 0.054
N 0.761 -0.161 -0.655 -0.083
H -0.721 -0.674 2.296 0.091
H 0.039 0.962 1.755 0.099
C -1.794 1.474 0.122 -0.170
H -1.251 2.286 0.595 0.065
H 2.634 -1.254 -0.941 0.070
C -0.375 -0.013 1.499 -0.247
H -1.917 -0.609 0.202 0.095
H 0.429 -1.762 0.673 0.105
H 0.042 -0.420 -1.324 0.070
C 0.718 -0.686 0.681 -0.297
C 1.890 -0.674 -1.548 -0.566
H 1.735 -0.633 1.065 0.098
O 1.385 -1.471 -2.498 -0.363


Entry 2:
18
Properties=species:S:1:pos:R:3:lowdin_charge:R:1 method="wB97M-V/def2-TZVPD" homo_lumo_gap_ev=6.869 charge=-1 smiles=C[C@H](CN)NC[O-]
C 0.616 1.810 -0.796 -0.480
C -1.078 -0.866 -0.165 -0.286
O -0.557 2.252 -0.300 -0.334
H 1.943 0.503 -0.095 0.040
N 1.003 0.398 -0.350 -0.046
H -0.636 -1.337 -1.058 0.103
H -1.616 -1.598 0.441 0.088
C 0.925 -1.421 1.233 -0.080
H 0.631 -1.546 2.259 0.053
H 1.992 -1.189 1.232 0.056
H 0.833 -2.353 0.643 0.071
H -2.430 -0.119 -1.460 0.037
H -0.180 0.380 1.350 0.119
C 0.121 -0.289 0.573 -0.439
H 0.610 1.785 -1.921 0.072
H -1.567 1.014 -0.597 -0.027
N -2.081 0.138 -0.543 -0.018
H 1.471 2.439 -0.446 0.070


Energy? In order: -343.70368, -343.73271 Ha.
F_max? In order: 0.04251, 0.04190 hartree/bohr.
Energy above the lowest of the compared OMol25 structures with the same formula, charge and spin? In order: 42.35, 24.14 kcal/mol.